Entry 1:
{"formula": "C44H35BrN7O2ReS", "method": "ωB97M-V/def2-TZVPD", "homo_energy_ha": [-0.38429, -0.38333], "homo_lumo_gap_ev": [6.96, 6.53], "multiplicity": 4, "total_charge": 1, "e_tot_ha": -5281.86627, "s2": 3.771, "symbols": ["C", "C", "C", "C", "N", "C", "N", "H", "C", "C", "C", "H", "H", "H", "C", "C", "C", "S", "C", "C", "C", "H", "C", "H", "C", "H", "C", "C", "H", "H", "N", "C", "H", "H", "C", "H", "H", "N", "C", "H", "C", "H", "C", "C", "C", "C", "N", "H", "H", "C", "C", "H", "C", "C", "C", "H", "C", "C", "C", "H", "C", "H", "H", "C", "H", "C", "H", "C", "N", "H", "C", "C", "H", "C", "C", "C", "O", "H", "H", "H", "Br", "H", "O", "Re", "H", "N", "C", "H", "H", "H", "H"], "positions_angstrom": [[0.0066, 1.7509, -2.3130], [4.1199, 0.0007, 0.8357], [-5.7726, 0.5635, 0.3955], [-0.4404, 1.0048, -5.3661], [0.9321, -0.9515, -1.2724], [4.2717, 0.2044, -0.5578], [0.6575, 1.9251, -1.0929], [-4.5954, 2.8946, -1.7643], [4.4900, 0.6760, -3.2330], [-5.7828, 1.5921, -0.5373], [1.8750, 1.2720, 3.5083], [-6.7242, 2.0119, -0.8667], [-0.9894, -5.1249, 3.1473], [0.3813, -4.3746, 2.3178], [-0.9965, 0.5194, -4.1863], [-3.3834, 1.5431, -0.6306], [6.4947, -0.7806, -0.4608], [0.6442, -1.4014, 1.9144], [-4.5699, 0.0236, 0.8196], [-2.3040, 0.0456, -4.1793], [5.1234, -0.6297, 1.5233], [-0.8053, -3.3837, 4.9654], [0.6967, 3.2364, -0.8481], [-3.3843, -2.6243, 2.7063], [-0.0796, -4.5413, 3.2912], [-1.2551, 2.5667, 3.4879], [5.4629, -0.1688, -1.2083], [-4.5879, 2.0852, -1.0462], [-2.4477, 1.9238, -1.0187], [3.8982, 0.7580, 3.1645], [-3.8926, 0.5764, -8.6971], [5.5463, 0.0936, -2.5949], [-0.2854, -2.0849, -4.1386], [-4.2936, -1.8501, 4.9001], [-2.4941, 0.5448, -6.5203], [-2.6550, -1.6717, 5.5333], [-0.8386, 2.5561, 5.9355], [-1.3692, -2.4260, 3.2328], [-2.7751, -2.6531, 3.6050], [0.6071, -5.1253, 3.9032], [-0.3839, -3.2160, 3.9741], [0.5783, 1.3713, -5.3687], [0.6467, 1.7262, 2.9992], [6.3145, -1.0143, 0.8721], [-0.0827, 2.1993, 5.2489], [2.9343, 0.8118, 2.6637], [3.2260, 0.7561, -1.2066], [-4.0753, -0.2975, -5.3416], [1.1317, 3.6130, 0.0643], [-3.3703, 0.5073, 0.3037], [-3.2605, -1.6365, 4.6265], [-4.5484, -0.7748, 1.5476], [-0.3561, 3.0293, -2.8016], [-3.2721, 0.5613, -7.7310], [-2.0715, -0.0725, 0.7277], [-0.8700, 3.2206, -3.7294], [-0.2092, 0.5144, -2.9223], [2.1169, 1.3083, 4.8954], [0.1700, -1.9508, -3.1711], [6.4467, -0.1743, -3.1335], [-0.3203, 2.2043, 3.8950], [-2.8238, -3.6622, 4.0138], [-3.2115, -0.6313, 4.2099], [3.3313, 0.9836, -2.4897], [7.0877, -1.5030, 1.4486], [0.2463, -0.7243, -2.4695], [0.0072, 5.0325, -1.9443], [0.8210, -2.9015, -2.4137], [2.8967, 0.4707, 1.4142], [1.8047, -2.6666, -0.4232], [-1.0564, -1.5433, 2.2905], [0.0971, 3.9607, -1.8901], [3.0721, 0.9741, 5.2809], [-3.0555, 0.0622, -5.3413], [1.2604, -2.2470, -1.2549], [1.1426, 1.7435, 5.7518], [0.4092, 1.7638, 1.7069], [-0.7545, 1.3831, -7.4555], [2.4700, 1.4285, -2.9756], [7.4106, -1.0729, -0.9577], [1.4451, 1.7484, 7.6166], [4.5196, 0.8929, -4.2914], [-1.0810, 0.2802, 0.0025], [0.9265, 0.4051, 0.3123], [0.5219, -2.6273, 4.1030], [-2.0899, -0.8770, 1.7647], [-1.1827, 1.0142, -6.5338], [-6.7050, 0.1837, 0.7912], [5.0222, -0.8685, 2.5733], [0.9732, -3.9413, -2.6487], [-2.7358, -0.3239, -3.2573]], "mulliken_spin": [0.034, 0.013, -0.001, 0.000, -0.076, 0.009, -0.001, 0.000, 0.005, 0.003, 0.024, 0.000, 0.000, 0.001, 0.000, -0.002, 0.000, 0.020, 0.005, 0.001, 0.007, 0.001, 0.002, 0.001, 0.002, 0.001, -0.003, -0.001, 0.000, -0.007, 0.000, 0.000, 0.002, 0.000, 0.000, 0.000, 0.000, 0.017, -0.002, 0.000, 0.002, 0.000, 0.054, 0.003, -0.002, -0.010, 0.079, 0.000, 0.003, -0.010, 0.002, 0.000, 0.044, 0.000, 0.006, 0.001, 0.032, -0.011, 0.047, 0.000, 0.011, 0.000, 0.000, 0.016, 0.000, -0.018, 0.000, -0.010, 0.024, 0.010, 0.022, -0.012, -0.001, 0.000, 0.048, 0.013, 0.072, 0.000, -0.006, 0.000, 0.001, 0.000, 0.030, 2.469, 0.000, 0.035, 0.000, 0.000, -0.001, 0.001, 0.000]}

Entry 2:
{"formula": "C22H21N4O7S2Ta", "method": "ωB97M-V/def2-TZVPD", "homo_energy_ha": -0.31265, "homo_lumo_gap_ev": 7.37, "multiplicity": 1, "e_tot_ha": -2450.17647, "symbols": ["C", "H", "C", "C", "Ta", "O", "N", "O", "N", "C", "C", "C", "H", "N", "H", "H", "H", "H", "S", "C", "H", "C", "S", "H", "H", "C", "O", "C", "H", "C", "C", "O", "H", "H", "H", "C", "N", "C", "O", "H", "H", "H", "C", "H", "C", "C", "C", "O", "H", "C", "H", "H", "C", "C", "O", "H", "C"], "positions_angstrom": [[2.3100, 1.4206, 3.1781], [1.5933, 3.3770, 1.0448], [1.8179, 0.7153, -1.0748], [0.6903, 2.8130, 0.7936], [-1.1455, -0.1596, 0.5107], [-2.2813, -1.5495, 1.2408], [-2.5091, -2.8484, -0.5690], [-1.6702, 3.9269, -2.4167], [-1.5970, -1.9589, -1.1598], [1.3527, -2.3574, -0.1348], [2.3875, 1.4071, 4.5639], [-3.9252, 2.8884, -2.5077], [1.9999, -1.6591, -3.3989], [0.7730, -0.3131, -1.3548], [2.9238, 1.6345, 0.4803], [-0.7976, -2.4816, -1.5060], [2.9630, -5.1607, -1.1643], [1.2893, 1.2711, 6.4012], [0.5975, -1.7206, 1.3139], [2.5255, -4.1724, -1.2167], [2.7393, 0.4258, -1.5896], [-0.0781, 1.1713, 3.3103], [-1.6600, 0.9794, 2.5362], [3.2162, 1.5212, 2.5974], [-0.9008, 1.0442, 5.2811], [-2.2102, 1.8639, -1.2953], [-1.1263, 1.4347, -0.6561], [0.2381, 0.0073, -2.6970], [3.0001, -3.8863, -3.2925], [1.3727, -1.6460, -1.3374], [1.9699, -2.2020, -2.4655], [-3.0572, -0.0247, -0.4348], [-0.1376, 3.1733, 1.3999], [1.8992, -4.1834, 0.8339], [3.3517, 1.4904, 5.0470], [-3.0478, -2.4820, 0.6617], [0.9166, 1.3733, 1.1091], [-2.4286, 3.0474, -2.0961], [-4.5796, 3.6663, -3.1274], [0.4375, 2.9577, -0.2490], [-3.1134, -3.3663, -1.1869], [2.4494, -0.0266, 0.8385], [-3.2744, 1.0256, -1.1645], [1.0419, 0.1077, -3.4297], [2.1123, 0.9041, 0.3902], [2.5430, -3.4629, -2.4084], [1.9338, -3.6261, -0.0928], [-3.9891, -3.0033, 1.1793], [-0.2875, 0.9544, -2.6599], [1.2335, 1.2859, 5.3209], [-0.4314, -0.7765, -3.0435], [-2.0669, -1.4602, -1.9081], [-4.4300, 1.5165, -1.9455], [1.0787, 1.3019, 2.5513], [-5.4916, 1.0100, -2.1702], [1.4773, 1.6463, -1.5268], [0.0016, 1.1652, 4.6970]], "nbo_charge": [-0.184, 0.190, -0.214, -0.415, 1.996, -0.783, -0.496, -0.511, -0.631, -0.176, -0.221, 0.404, 0.212, -0.466, 0.202, 0.398, 0.223, 0.221, -0.136, -0.194, 0.210, -0.161, -0.054, 0.209, 0.230, 0.195, -0.796, -0.416, 0.221, 0.055, -0.191, -0.722, 0.230, 0.232, 0.218, 0.906, -0.466, 0.390, -0.437, 0.230, 0.395, 0.244, 0.235, 0.197, -0.250, -0.235, -0.204, -0.578, 0.234, -0.200, 0.197, 0.384, 0.408, 0.107, -0.465, 0.220, -0.195]}

Entry 3:
{"formula": "C6H21N6OP", "method": "ωB97M-V/def2-TZVPD", "homo_energy_ha": [-0.20733, -0.31435], "homo_lumo_gap_ev": [6.56, 7.98], "multiplicity": 3, "e_tot_ha": -986.07337, "s2": 2.007, "symbols": ["P", "C", "H", "H", "H", "H", "H", "N", "H", "H", "N", "H", "N", "H", "H", "H", "N", "H", "H", "C", "C", "O", "H", "H", "H", "N", "H", "C", "N", "C", "H", "H", "H", "C", "H"], "positions_angstrom": [[0.0098, -0.8872, -1.3037], [-3.3594, -0.4914, -0.2819], [3.5158, 3.8373, -1.7881], [-3.4231, 0.6192, -0.5547], [0.4730, -2.6343, 2.5512], [-2.8187, -0.7107, 0.6307], [1.1343, 0.2429, 0.2776], [0.2858, -0.3363, 0.2406], [-2.0540, -2.7799, -0.1873], [-3.5773, -3.1937, -1.0397], [2.6763, 1.3009, 0.0946], [1.1452, 3.9210, -0.7926], [-2.8162, -1.2442, -1.4196], [-2.0172, -3.1266, -1.8749], [0.2125, 0.8525, 2.1621], [-0.0036, -0.3877, 3.5594], [-1.5961, -0.6783, -1.7741], [0.3434, -2.2769, -1.3083], [-1.4163, 0.2482, 2.5338], [3.5009, 2.9147, -1.2638], [0.7474, -1.9626, 1.7964], [0.9419, -0.0966, -2.1666], [0.9663, -2.5847, 0.9991], [3.4021, 0.6093, -0.2753], [-4.4015, -0.7793, -0.3715], [-0.1695, -0.9851, 1.4384], [4.2972, 2.3013, -1.5764], [-0.3432, 0.0017, 2.5219], [2.5754, 2.4481, -0.4700], [1.5414, 3.3542, -0.0650], [-1.6918, -0.0422, -2.5646], [1.9879, 4.1215, 0.6462], [1.7450, -1.6889, 2.1704], [-2.5856, -2.7099, -1.1122], [0.7720, 2.8237, 0.5679]], "nbo_charge": [2.024, -0.433, 0.182, 0.208, 0.197, 0.191, 0.422, -0.895, 0.177, 0.206, -0.405, 0.202, -0.262, 0.207, 0.201, 0.206, -0.852, -0.133, 0.200, -0.204, -0.418, -1.115, 0.196, 0.350, 0.203, -0.296, 0.172, -0.422, -0.252, -0.399, 0.413, 0.173, 0.160, -0.428, 0.223]}

Entry 4:
{"formula": "C13H14FNSn", "method": "ωB97M-V/def2-TZVPD", "homo_energy_ha": [0.11996, 0.11824], "homo_lumo_gap_ev": [2.14, 2.18], "multiplicity": 1, "total_charge": -2, "e_tot_ha": -872.25657, "symbols": ["C", "H", "H", "C", "C", "H", "F", "C", "H", "C", "Sn", "H", "C", "H", "H", "C", "N", "H", "C", "C", "C", "H", "H", "H", "C", "H", "H", "C", "C", "H"], "positions_angstrom": [[0.3300, -2.5786, -0.1169], [-2.0253, -3.0687, 0.8232], [2.5834, -0.0919, 1.5893], [0.2043, 1.1881, 4.5389], [1.4140, 2.2515, -1.3187], [0.5453, -2.3181, -1.1571], [2.0390, 0.9645, 6.0092], [1.5545, 0.8271, 4.7348], [-1.3025, 1.4144, 2.9310], [-0.8135, 1.9737, -2.2989], [0.0482, 0.6010, 0.0806], [2.4927, 2.3472, -1.2888], [2.4369, 0.3539, 3.7619], [-1.0006, -4.1847, -1.0902], [-1.5275, 1.4494, -2.8799], [1.9570, 0.2386, 2.4456], [-1.0901, -2.8365, 0.5046], [3.4720, 0.0904, 3.9845], [-0.2752, 1.0909, 3.2109], [-0.7205, -3.9408, -0.0446], [0.3734, 3.2413, -0.7737], [1.1371, 0.7467, -2.9671], [0.6843, 4.0539, -0.1301], [1.0578, -2.5258, 0.7301], [0.6383, 0.6406, 2.2731], [-0.3704, -4.8679, 0.5962], [-0.4448, 1.5406, 5.3374], [0.6337, 1.4272, -2.2672], [-0.9491, 3.0664, -1.4425], [-1.8270, 3.5595, -1.1250]], "nbo_charge": [-0.274, 0.410, 0.213, -0.325, -0.418, 0.218, -0.377, 0.343, 0.215, -0.322, 0.008, 0.216, -0.319, 0.113, 0.195, -0.240, -0.804, 0.193, -0.244, -0.314, -0.364, 0.205, 0.193, 0.220, -0.463, 0.103, 0.197, -0.403, -0.373, 0.200]}

What did the second record say?
{"formula": "C22H21N4O7S2Ta", "method": "ωB97M-V/def2-TZVPD", "homo_energy_ha": -0.31265, "homo_lumo_gap_ev": 7.37, "multiplicity": 1, "e_tot_ha": -2450.17647, "symbols": ["C", "H", "C", "C", "Ta", "O", "N", "O", "N", "C", "C", "C", "H", "N", "H", "H", "H", "H", "S", "C", "H", "C", "S", "H", "H", "C", "O", "C", "H", "C", "C", "O", "H", "H", "H", "C", "N", "C", "O", "H", "H", "H", "C", "H", "C", "C", "C", "O", "H", "C", "H", "H", "C", "C", "O", "H", "C"], "positions_angstrom": [[2.3100, 1.4206, 3.1781], [1.5933, 3.3770, 1.0448], [1.8179, 0.7153, -1.0748], [0.6903, 2.8130, 0.7936], [-1.1455, -0.1596, 0.5107], [-2.2813, -1.5495, 1.2408], [-2.5091, -2.8484, -0.5690], [-1.6702, 3.9269, -2.4167], [-1.5970, -1.9589, -1.1598], [1.3527, -2.3574, -0.1348], [2.3875, 1.4071, 4.5639], [-3.9252, 2.8884, -2.5077], [1.9999, -1.6591, -3.3989], [0.7730, -0.3131, -1.3548], [2.9238, 1.6345, 0.4803], [-0.7976, -2.4816, -1.5060], [2.9630, -5.1607, -1.1643], [1.2893, 1.2711, 6.4012], [0.5975, -1.7206, 1.3139], [2.5255, -4.1724, -1.2167], [2.7393, 0.4258, -1.5896], [-0.0781, 1.1713, 3.3103], [-1.6600, 0.9794, 2.5362], [3.2162, 1.5212, 2.5974], [-0.9008, 1.0442, 5.2811], [-2.2102, 1.8639, -1.2953], [-1.1263, 1.4347, -0.6561], [0.2381, 0.0073, -2.6970], [3.0001, -3.8863, -3.2925], [1.3727, -1.6460, -1.3374], [1.9699, -2.2020, -2.4655], [-3.0572, -0.0247, -0.4348], [-0.1376, 3.1733, 1.3999], [1.8992, -4.1834, 0.8339], [3.3517, 1.4904, 5.0470], [-3.0478, -2.4820, 0.6617], [0.9166, 1.3733, 1.1091], [-2.4286, 3.0474, -2.0961], [-4.5796, 3.6663, -3.1274], [0.4375, 2.9577, -0.2490], [-3.1134, -3.3663, -1.1869], [2.4494, -0.0266, 0.8385], [-3.2744, 1.0256, -1.1645], [1.0419, 0.1077, -3.4297], [2.1123, 0.9041, 0.3902], [2.5430, -3.4629, -2.4084], [1.9338, -3.6261, -0.0928], [-3.9891, -3.0033, 1.1793], [-0.2875, 0.9544, -2.6599], [1.2335, 1.2859, 5.3209], [-0.4314, -0.7765, -3.0435], [-2.0669, -1.4602, -1.9081], [-4.4300, 1.5165, -1.9455], [1.0787, 1.3019, 2.5513], [-5.4916, 1.0100, -2.1702], [1.4773, 1.6463, -1.5268], [0.0016, 1.1652, 4.6970]], "nbo_charge": [-0.184, 0.190, -0.214, -0.415, 1.996, -0.783, -0.496, -0.511, -0.631, -0.176, -0.221, 0.404, 0.212, -0.466, 0.202, 0.398, 0.223, 0.221, -0.136, -0.194, 0.210, -0.161, -0.054, 0.209, 0.230, 0.195, -0.796, -0.416, 0.221, 0.055, -0.191, -0.722, 0.230, 0.232, 0.218, 0.906, -0.466, 0.390, -0.437, 0.230, 0.395, 0.244, 0.235, 0.197, -0.250, -0.235, -0.204, -0.578, 0.234, -0.200, 0.197, 0.384, 0.408, 0.107, -0.465, 0.220, -0.195]}

Q: Which formula does entry 2 have?
A: C22H21N4O7S2Ta

Q: The highest multiplicity belongs to which entry?
A: C44H35BrN7O2ReS